Record 1
Formula: C51H54CdN9O4P2
Source: the OMol25 dataset
Level of theory: ωB97M-V with the def2-TZVPD basis set

Atoms and positions in Å:
1 Cd 0.44 0.08 0.12
2 C -0.95 -5.55 3.22
3 C -0.34 -4.64 2.19
4 C -0.73 -4.69 0.86
5 C -0.21 -3.80 -0.06
6 C 0.71 -2.79 0.29
7 N 1.13 -1.83 -0.61
8 C 1.50 -2.16 -1.88
9 C 1.81 -3.49 -2.26
10 C 2.21 -3.85 -3.52
11 C 2.36 -2.89 -4.52
12 C 2.82 -3.25 -5.91
13 C 2.14 -1.57 -4.17
14 C 1.70 -1.19 -2.90
15 N 1.55 0.22 -2.68
16 C 1.36 1.15 -3.64
17 C 1.46 2.39 -3.06
18 C 1.72 2.13 -1.71
19 N 1.76 0.81 -1.50
20 C 1.09 -2.74 1.66
21 C 0.56 -3.66 2.57
22 N 1.91 -1.70 2.19
23 C 2.50 -1.66 3.41
24 C 3.07 -0.42 3.56
25 C 2.78 0.25 2.37
26 N 2.08 -0.53 1.56
27 H -1.32 -6.47 2.76
28 H -0.23 -5.81 4.00
29 H -1.80 -5.07 3.71
30 H -1.45 -5.42 0.53
31 H -0.55 -3.82 -1.08
32 H 1.75 -4.26 -1.50
33 H 2.44 -4.88 -3.74
34 H 2.64 -4.30 -6.12
35 H 2.31 -2.64 -6.66
36 H 3.90 -3.07 -6.02
37 H 2.35 -0.81 -4.91
38 H 1.13 0.90 -4.66
39 H 1.39 3.35 -3.54
40 H 1.87 2.81 -0.90
41 H 0.83 -3.60 3.61
42 H 2.50 -2.49 4.09
43 H 3.63 -0.05 4.41
44 H 3.02 1.26 2.06
45 O -2.26 -1.13 -0.53
46 P -3.35 -0.64 -1.41
47 C -3.96 1.04 -0.97
48 P -2.52 2.20 -1.15
49 O -1.21 1.50 -1.27
50 C -2.89 3.12 -2.66
51 C -2.03 3.00 -3.75
52 C -2.32 3.68 -4.92
53 C -3.44 4.50 -5.00
54 C -4.28 4.64 -3.90
55 C -4.01 3.95 -2.73
56 C -2.56 3.42 0.18
57 C -3.56 3.59 1.14
58 C -3.41 4.54 2.13
59 C -2.28 5.34 2.17
60 C -1.29 5.19 1.20
61 C -1.43 4.24 0.22
62 C -2.94 -0.57 -3.17
63 C -3.85 -0.10 -4.11
64 C -3.51 -0.10 -5.45
65 C -2.27 -0.59 -5.85
66 C -1.38 -1.08 -4.92
67 C -1.71 -1.07 -3.57
68 C -4.77 -1.77 -1.26
69 C -6.08 -1.39 -1.03
70 C -7.06 -2.37 -0.86
71 C -6.72 -3.71 -0.93
72 C -5.40 -4.09 -1.17
73 C -4.43 -3.12 -1.33
74 H -4.33 0.99 0.05
75 H -4.76 1.35 -1.64
76 H -1.16 2.37 -3.66
77 H -1.66 3.58 -5.77
78 H -3.65 5.04 -5.91
79 H -5.14 5.28 -3.96
80 H -4.65 4.05 -1.87
81 H -4.45 2.97 1.11
82 H -4.18 4.66 2.88
83 H -2.16 6.08 2.95
84 H -0.41 5.82 1.22
85 H -0.67 4.09 -0.53
86 H -4.82 0.26 -3.80
87 H -4.21 0.27 -6.18
88 H -2.01 -0.60 -6.91
89 H -0.42 -1.49 -5.23
90 H -1.02 -1.45 -2.82
91 H -6.36 -0.34 -0.98
92 H -8.08 -2.08 -0.68
93 H -7.48 -4.47 -0.79
94 H -5.14 -5.13 -1.22
95 H -3.39 -3.39 -1.49
96 N -0.99 -0.78 1.90
97 C -1.73 0.41 2.28
98 C -2.55 0.27 3.55
99 C -3.57 -0.86 3.60
100 C -4.21 -0.93 5.00
101 N -4.92 0.31 5.36
102 C -4.38 1.44 5.82
103 N -5.13 2.55 5.83
104 N -3.16 1.48 6.34
105 C -0.70 1.59 2.50
106 O -0.81 2.22 3.56
107 O 0.14 1.76 1.57
108 H -1.58 -1.49 1.47
109 H -0.54 -1.17 2.72
110 H -2.35 0.70 1.43
111 H -3.04 1.23 3.70
112 H -1.82 0.12 4.35
113 H -3.09 -1.82 3.41
114 H -4.35 -0.73 2.84
115 H -3.44 -1.13 5.74
116 H -4.93 -1.73 5.05
117 H -5.86 0.37 5.00
118 H -6.10 2.53 5.57
119 H -4.77 3.39 6.24
120 H -2.52 0.72 6.18
121 H -2.72 2.37 6.49

Calculated values
Lowest unoccupied orbital energy = -2.52 eV
Orbital gap = 5.48 eV
Total charge = +1
DFT total energy = -98505.78572 eV

Record 2
Formula: C51H54ClEuN6O2P2Si2
Source: the OMol25 dataset
Level of theory: ωB97M-V with the def2-TZVPD basis set

Atoms and positions in Å:
1 Eu 0.10 0.18 -0.37
2 C 3.80 -0.93 -1.85
3 Si 2.79 -0.14 -3.21
4 C 2.13 -1.61 -4.16
5 C 3.99 0.95 -4.15
6 N 1.43 0.82 -2.49
7 P 0.37 1.92 -3.05
8 C -1.25 1.67 -2.53
9 P -2.47 0.49 -2.32
10 N -1.99 -0.83 -1.51
11 Si -2.35 -2.60 -1.42
12 C -1.07 -3.59 -2.27
13 C -4.03 -3.05 -2.17
14 C -2.45 -3.16 0.38
15 C -3.11 0.20 -4.05
16 C -3.76 1.20 -4.77
17 C -4.15 0.94 -6.09
18 C -3.93 -0.30 -6.72
19 C -3.22 -1.25 -6.01
20 C -2.82 -1.03 -4.68
21 C -3.96 1.13 -1.38
22 C -4.31 2.47 -1.51
23 C -5.41 2.94 -0.80
24 C -6.26 2.11 -0.05
25 C -5.87 0.78 0.06
26 C -4.72 0.30 -0.55
27 C 1.07 3.55 -2.48
28 C 0.20 4.61 -2.11
29 C 0.71 5.76 -1.51
30 C 2.09 5.94 -1.34
31 C 2.95 4.96 -1.80
32 C 2.46 3.76 -2.34
33 C 0.46 2.05 -4.91
34 C 0.79 3.19 -5.66
35 C 0.88 3.11 -7.06
36 C 0.57 1.93 -7.76
37 C 0.18 0.81 -7.00
38 C 0.13 0.88 -5.60
39 H 4.67 -1.45 -2.25
40 H 4.18 -0.19 -1.16
41 H 3.20 -1.66 -1.28
42 H 2.91 -2.39 -4.18
43 H 1.25 -2.03 -3.64
44 H 1.84 -1.39 -5.20
45 H 4.64 0.37 -4.80
46 H 3.43 1.65 -4.83
47 H 4.64 1.53 -3.48
48 H -0.97 -3.39 -3.34
49 H -0.10 -3.47 -1.77
50 H -1.32 -4.65 -2.21
51 H -4.04 -2.86 -3.25
52 H -4.22 -4.11 -2.03
53 H -4.82 -2.46 -1.72
54 H -1.50 -2.92 0.90
55 H -3.30 -2.77 0.90
56 H -2.53 -4.23 0.43
57 H -3.90 2.18 -4.34
58 H -4.63 1.73 -6.67
59 H -4.39 -0.52 -7.70
60 H -2.97 -2.20 -6.48
61 H -2.30 -1.78 -4.12
62 H -3.72 3.16 -2.14
63 H -5.66 4.00 -0.86
64 H -7.19 2.48 0.40
65 H -6.44 0.08 0.66
66 H -4.49 -0.77 -0.42
67 H -0.87 4.48 -2.31
68 H 0.05 6.59 -1.21
69 H 2.49 6.85 -0.86
70 H 4.02 5.08 -1.67
71 H 3.15 2.98 -2.68
72 H 0.98 4.13 -5.17
73 H 1.18 3.99 -7.63
74 H 0.61 1.90 -8.84
75 H -0.09 -0.12 -7.49
76 H -0.20 0.03 -5.02
77 C 4.52 -3.61 12.11
78 O 3.17 -3.58 11.61
79 C 2.93 -3.21 10.34
80 C 1.59 -3.31 9.95
81 C 1.23 -2.97 8.68
82 C 2.17 -2.52 7.76
83 C 3.51 -2.46 8.16
84 C 3.94 -2.84 9.41
85 C 1.79 -1.94 6.50
86 N 2.68 -1.44 5.64
87 C 1.91 -0.95 4.62
88 C 0.55 -1.18 4.85
89 N 0.48 -1.80 6.08
90 C -0.46 -0.77 3.97
91 C -1.82 -0.98 4.22
92 C -2.73 -0.40 3.35
93 C -2.25 0.23 2.19
94 N -0.96 0.31 1.90
95 C -0.03 -0.10 2.78
96 C 1.36 0.16 2.54
97 N 1.73 0.82 1.41
98 C 3.02 1.13 1.20
99 C 4.04 0.70 2.05
100 C 3.72 0.01 3.21
101 C 2.37 -0.28 3.44
102 H 4.45 -3.74 13.20
103 H 5.08 -2.68 11.95
104 H 5.05 -4.47 11.67
105 H 0.88 -3.66 10.70
106 H 0.18 -3.01 8.39
107 H 4.26 -2.06 7.43
108 H 4.99 -2.85 9.70
109 H -0.34 -2.09 6.57
110 H -2.13 -1.54 5.11
111 H -3.83 -0.41 3.51
112 H -2.95 0.66 1.48
113 H 3.25 1.74 0.31
114 H 5.10 0.93 1.82
115 H 4.46 -0.36 3.91
116 Cl 1.07 -2.48 0.18
117 O -0.65 2.64 0.31
118 H -0.19 3.13 1.00
119 H -0.71 3.22 -0.48

Calculated values
Lowest unoccupied orbital energy (spin up / spin down) = 1.72 / 1.72 eV
Orbital gap (spin up / spin down) = 4.61 / 5.21 eV
Total charge = -1
DFT total energy = -132991.89226 eV
Spin multiplicity = 8

Record 3
Formula: C51H56CeN2O4P2Si
Source: the OMol25 dataset
Level of theory: ωB97M-V with the def2-TZVPD basis set

Atoms and positions in Å:
1 Ce -0.10 0.49 -0.32
2 O -1.55 1.08 3.03
3 C -2.79 0.57 3.37
4 C -3.19 0.36 4.68
5 C -4.47 -0.10 4.94
6 C -5.36 -0.33 3.89
7 C -4.92 -0.19 2.59
8 C -3.63 0.23 2.31
9 P -2.98 0.32 0.60
10 C -4.10 1.60 -0.07
11 C -5.31 1.37 -0.71
12 C -6.09 2.43 -1.14
13 C -5.67 3.74 -0.93
14 C -4.47 3.98 -0.28
15 C -3.68 2.92 0.14
16 C -3.61 -1.23 -0.12
17 C -3.81 -2.39 0.63
18 C -4.16 -3.57 0.00
19 C -4.31 -3.61 -1.38
20 C -4.10 -2.47 -2.13
21 C -3.74 -1.29 -1.51
22 C -0.95 2.05 3.80
23 C -1.63 2.96 4.59
24 C -0.90 3.89 5.32
25 C 0.48 3.93 5.23
26 C 1.15 3.05 4.39
27 C 0.44 2.11 3.67
28 P 1.18 0.94 2.46
29 C 2.81 1.77 2.29
30 C 4.01 1.33 2.84
31 C 5.18 2.05 2.64
32 C 5.16 3.22 1.89
33 C 3.96 3.69 1.37
34 C 2.80 2.96 1.56
35 C 1.51 -0.54 3.48
36 C 2.39 -1.50 2.97
37 C 2.63 -2.67 3.68
38 C 1.99 -2.89 4.89
39 C 1.12 -1.94 5.40
40 C 0.88 -0.77 4.69
41 H -2.51 0.55 5.50
42 H -4.79 -0.25 5.96
43 H -6.37 -0.65 4.09
44 H -5.59 -0.42 1.77
45 H -5.64 0.35 -0.88
46 H -7.03 2.24 -1.64
47 H -6.27 4.56 -1.27
48 H -4.14 5.00 -0.11
49 H -2.74 3.10 0.65
50 H -3.68 -2.36 1.70
51 H -4.31 -4.47 0.59
52 H -4.58 -4.54 -1.86
53 H -4.19 -2.51 -3.21
54 H -3.54 -0.39 -2.10
55 H -2.70 2.94 4.65
56 H -1.43 4.59 5.95
57 H 1.04 4.66 5.81
58 H 2.23 3.11 4.30
59 H 4.03 0.43 3.44
60 H 6.10 1.69 3.07
61 H 6.08 3.76 1.73
62 H 3.94 4.61 0.81
63 H 1.86 3.34 1.16
64 H 2.89 -1.34 2.03
65 H 3.32 -3.41 3.28
66 H 2.17 -3.80 5.44
67 H 0.63 -2.10 6.35
68 H 0.20 -0.03 5.10
69 O -0.83 -1.65 -0.77
70 N -0.17 -1.56 0.29
71 O 1.07 -1.43 0.19
72 O -0.73 -1.27 1.35
73 N 2.85 0.65 -0.82
74 C 3.70 0.54 -1.97
75 C 3.93 -0.71 -2.53
76 C 4.76 -0.83 -3.64
77 C 5.35 0.30 -4.19
78 C 5.11 1.55 -3.63
79 C 4.29 1.67 -2.52
80 H 2.95 -0.19 -0.26
81 H 3.15 1.43 -0.26
82 H 3.46 -1.58 -2.10
83 H 4.94 -1.80 -4.07
84 H 6.00 0.21 -5.04
85 H 5.57 2.43 -4.05
86 H 4.10 2.64 -2.07
87 C -2.79 1.94 -3.47
88 Si -0.95 1.70 -2.97
89 C -0.20 0.60 -4.40
90 C 1.20 0.12 -4.01
91 C -0.14 1.30 -5.76
92 C -1.10 -0.65 -4.52
93 C -0.24 3.52 -2.90
94 C -0.68 4.40 -4.07
95 C 1.29 3.47 -2.83
96 C -0.75 4.15 -1.60
97 H -2.86 2.52 -4.40
98 H -3.36 2.47 -2.70
99 H -3.29 0.99 -3.65
100 H 1.91 0.95 -3.94
101 H 1.59 -0.58 -4.75
102 H 1.18 -0.39 -3.04
103 H 0.59 2.11 -5.76
104 H -1.11 1.70 -6.05
105 H 0.17 0.58 -6.54
106 H -1.22 -1.15 -3.55
107 H -0.64 -1.36 -5.22
108 H -2.08 -0.40 -4.91
109 H -0.37 3.97 -5.03
110 H -0.23 5.39 -3.99
111 H -1.76 4.52 -4.08
112 H 1.72 3.13 -3.78
113 H 1.63 2.78 -2.05
114 H 1.71 4.46 -2.62
115 H -1.84 4.23 -1.60
116 H -0.35 5.16 -1.47
117 H -0.45 3.56 -0.72

Calculated values
Lowest unoccupied orbital energy (spin up / spin down) = -3.65 / -3.89 eV
Orbital gap (spin up / spin down) = 5.56 / 5.27 eV
Total charge = +1
DFT total energy = -104342.04825 eV
Spin multiplicity = 2

Record 4
Formula: C51H59HfN5P
Source: the OMol25 dataset
Level of theory: ωB97M-V with the def2-TZVPD basis set

Atoms and positions in Å:
1 Hf 0.08 1.30 1.03
2 N 0.44 2.82 2.95
3 C -0.71 2.84 3.91
4 C -1.84 3.66 3.33
5 C -2.65 2.98 2.24
6 N -1.97 2.84 0.98
7 H 1.25 2.29 3.24
8 H 0.81 3.77 2.79
9 H -0.45 3.38 4.89
10 H -0.83 1.76 4.02
11 H -1.50 4.67 2.96
12 H -2.51 3.90 4.09
13 H -3.62 3.52 2.11
14 H -2.90 1.97 2.57
15 H -1.51 3.65 0.67
16 H -2.61 2.61 0.26
17 C 4.77 1.23 3.82
18 C 4.62 2.27 2.87
19 C 4.05 2.04 1.62
20 C 3.61 0.75 1.36
21 C 3.76 -0.30 2.30
22 C 4.38 -0.06 3.51
23 P 2.48 0.60 -0.06
24 C 2.94 -0.95 -0.89
25 C 4.22 -1.55 -0.87
26 C 4.45 -2.58 -1.79
27 C 3.43 -3.13 -2.52
28 C 2.18 -2.58 -2.60
29 C 1.97 -1.43 -1.82
30 C 2.86 1.94 -1.26
31 C 3.79 1.78 -2.26
32 C 3.96 2.88 -3.15
33 C 3.32 4.06 -2.96
34 C 2.54 4.27 -1.81
35 C 2.05 5.52 -1.44
36 C 1.25 5.64 -0.34
37 C 0.91 4.50 0.45
38 C 1.33 3.22 0.12
39 C 2.19 3.17 -0.97
40 H 5.08 1.44 4.85
41 H 4.91 3.23 3.25
42 H 3.93 2.91 0.90
43 H 3.39 -1.33 2.01
44 H 4.49 -0.81 4.29
45 H 4.93 -1.07 -0.21
46 H 5.41 -3.00 -2.03
47 H 3.75 -3.96 -3.09
48 H 1.45 -3.01 -3.27
49 H 0.97 -0.95 -1.82
50 H 4.38 0.91 -2.28
51 H 4.65 2.86 -3.88
52 H 3.67 4.91 -3.54
53 H 2.33 6.37 -2.01
54 H 0.85 6.67 0.00
55 H 0.28 4.72 1.40
56 C -3.16 0.04 -5.72
57 C -1.65 -0.08 -5.47
58 C -0.84 0.69 -6.51
59 C -1.24 -1.54 -5.52
60 C -1.38 0.46 -4.02
61 C -0.60 1.55 -3.68
62 C -0.40 1.81 -2.35
63 N -1.01 1.21 -1.38
64 C -1.74 0.12 -1.68
65 C -1.99 -0.25 -3.01
66 C -2.22 -0.64 -0.48
67 C -2.97 -1.83 -0.64
68 C -3.42 -2.47 0.44
69 C -3.20 -1.85 1.70
70 C -2.41 -0.77 1.78
71 N -1.84 -0.18 0.73
72 C -4.13 -3.90 0.36
73 C -4.10 -4.30 -1.12
74 C -3.35 -4.95 1.11
75 C -5.54 -3.67 0.97
76 H -3.44 -0.44 -6.68
77 H -3.57 1.07 -5.71
78 H -3.77 -0.54 -4.94
79 H -1.20 0.28 -7.48
80 H 0.19 0.38 -6.43
81 H -1.06 1.79 -6.51
82 H -1.60 -1.91 -6.51
83 H -1.78 -2.16 -4.83
84 H -0.16 -1.66 -5.36
85 H -0.17 2.25 -4.35
86 H 0.23 2.62 -2.06
87 H -2.57 -1.14 -3.15
88 H -3.26 -2.19 -1.65
89 H -3.65 -2.30 2.54
90 H -2.08 -0.30 2.73
91 H -3.13 -4.36 -1.62
92 H -4.65 -3.60 -1.71
93 H -4.54 -5.35 -1.23
94 H -2.33 -4.94 0.69
95 H -3.85 -5.92 0.86
96 H -3.35 -4.91 2.14
97 H -6.18 -3.08 0.23
98 H -5.45 -3.28 1.98
99 H -6.07 -4.62 0.95
100 C 1.27 0.23 5.00
101 C 0.70 -1.05 4.45
102 C 0.39 -2.08 5.28
103 C 0.07 -3.41 4.80
104 C -0.01 -3.59 3.47
105 C 0.26 -2.50 2.57
106 C 0.31 -2.80 1.07
107 C 0.57 -1.19 3.01
108 N 0.51 -0.06 2.24
109 H 0.55 0.87 5.54
110 H 1.77 0.87 4.35
111 H 2.00 -0.04 5.80
112 H 0.60 -2.06 6.40
113 H -0.05 -4.20 5.54
114 H -0.38 -4.53 3.05
115 H 1.34 -2.99 0.69
116 H -0.06 -2.03 0.48
117 H -0.21 -3.74 0.87

Calculated values
Lowest unoccupied orbital energy = -2.85 eV
Orbital gap = 6.05 eV
Total charge = +1
DFT total energy = -71886.84214 eV

Among the records above, which one has the lowest total charge? C51H54ClEuN6O2P2Si2

Which value of DFT total energy does entry 3 give? -104342.04825 eV

Which formula does entry 3 have? C51H56CeN2O4P2Si